C38H34Br51ClFN3O2S as an isolated structure at a distorted geometry. Source: the Open Molecules 2025 dataset; level of theory: ωB97M-V/def2-TZVPD.

Geometry (Å):
Br (-4.705, 2.073, 8.066)
Br (8.516, 4.282, 0.128)
Br (-4.812, -5.440, 0.934)
Br (1.229, 4.764, -12.085)
Br (-4.537, 3.169, -6.775)
Br (3.798, 0.140, -4.814)
Br (-1.008, 1.820, 10.901)
Br (-13.265, 1.195, -4.793)
Br (2.654, 6.513, -1.156)
Br (8.954, 1.630, 2.870)
Br (-4.656, 4.543, 6.023)
Br (-1.934, 3.514, 7.363)
Br (-3.222, 4.028, 11.596)
Br (-9.890, -3.158, -4.861)
Br (6.276, -2.558, 3.565)
Br (-7.204, -4.399, -3.637)
Br (-6.753, -1.011, -0.986)
Br (1.157, 5.364, -8.939)
Br (-11.241, -0.127, -2.690)
Br (-0.118, 4.828, 11.550)
Br (0.464, 4.302, -4.318)
Br (10.457, 2.030, -1.074)
Br (2.861, 2.894, -10.057)
Br (9.342, -2.464, 2.645)
Br (-1.975, -5.300, -3.042)
Br (8.530, 2.634, 5.884)
Br (15.333, -1.476, 1.297)
Br (-8.689, -9.779, -0.951)
Br (7.290, 1.528, -0.924)
Br (-11.844, -10.342, -0.911)
Br (13.136, -1.169, 3.609)
Br (-0.012, 7.667, -2.510)
Br (-0.188, 5.220, -0.451)
Br (-7.939, -5.069, 0.315)
Br (12.234, -1.195, 0.536)
Br (5.814, -2.252, -5.508)
Br (-3.720, -3.482, -5.020)
Br (6.238, 3.087, 3.674)
Br (-6.542, -3.325, 2.610)
Br (-2.212, 2.555, -4.104)
Br (-3.189, 5.871, -7.851)
Br (-0.344, 2.308, -6.689)
Br (-10.033, -5.753, -2.985)
Br (-10.672, -7.683, 0.439)
Br (-3.690, -2.866, -1.867)
Br (-10.156, 1.970, -4.855)
Br (6.943, 0.705, -5.012)
Br (8.610, -2.996, 5.723)
Br (-6.853, 0.413, -3.850)
Br (-2.787, 3.131, -9.466)
Br (-4.557, 1.182, -1.738)
Cl (-0.032, -3.251, -1.397)
S (-1.006, 1.010, 5.632)
F (3.127, -1.806, 6.850)
O (4.587, -0.543, -0.805)
O (3.351, -1.934, 0.437)
N (-1.071, -1.415, 4.188)
N (1.572, -1.662, 5.122)
N (3.886, -1.995, 3.170)
C (-3.842, 3.736, 7.582)
C (1.421, -1.701, 3.739)
C (1.297, 4.004, -10.307)
C (5.574, -0.584, -4.558)
C (-1.406, 3.427, 11.899)
C (-11.456, 0.588, -4.475)
C (4.140, 0.977, 2.248)
C (-1.096, -0.251, 4.623)
C (3.534, 0.636, 0.951)
C (8.064, -3.232, 3.880)
C (2.851, -1.813, 5.503)
C (8.143, 2.956, 4.016)
C (8.699, 2.837, -1.144)
C (-0.297, -1.593, 1.766)
C (2.556, -1.845, 2.814)
C (3.984, -1.995, 4.557)
C (2.267, 2.882, 1.073)
C (2.594, 1.625, 0.366)
C (0.385, -0.127, -2.767)
C (3.839, -0.656, 0.142)
C (-9.095, -4.105, -3.373)
C (-0.062, -0.407, -1.271)
C (-0.990, 3.471, -5.287)
C (0.887, -1.713, 0.809)
C (2.241, -1.827, 1.339)
C (0.014, -1.571, 3.201)
C (-2.838, -2.313, 1.958)
C (13.512, -1.844, 1.836)
C (0.758, 6.834, -0.944)
C (-6.388, 0.602, -1.982)
C (2.888, 3.210, 2.389)
C (-3.968, 4.166, -8.335)
C (-1.747, -1.474, 1.189)
C (-6.553, -5.014, 1.666)
C (-10.457, -8.994, -0.967)
C (0.728, -1.701, -0.752)
C (-3.572, -4.227, -3.238)
C (3.829, 2.224, 2.986)
H (-3.989, 4.423, 8.410)
H (-7.025, 1.381, -1.574)
H (0.429, 3.360, -10.203)
H (0.130, 0.452, -0.575)
H (8.040, -4.301, 3.691)
H (-3.790, -2.433, 1.358)
H (-4.858, 4.378, -8.919)
H (-1.171, -0.576, -1.303)
H (5.043, -2.106, 5.021)
H (13.404, -2.923, 1.877)
H (-11.267, -0.226, -5.168)
H (2.146, 1.401, -0.641)
H (1.730, -1.646, -1.269)
H (-6.789, -5.784, 2.393)
H (-0.038, -0.915, -3.461)
H (-1.708, -1.893, 0.137)
H (-1.550, 4.269, -5.767)
H (-3.146, -1.702, 2.860)
H (1.506, -0.180, -2.899)
H (-9.196, -3.467, -2.498)
H (8.585, 3.267, -2.135)
H (4.874, 0.250, 2.679)
H (-4.422, -4.887, -3.096)
H (8.582, 3.917, 3.762)
H (-10.563, -8.469, -1.912)
H (-2.480, -3.319, 2.309)
H (0.643, 7.534, -0.122)
H (-1.326, 3.176, 12.952)
H (-2.026, -0.384, 1.050)
H (1.552, 3.615, 0.606)
H (2.658, 4.173, 2.917)
H (4.323, 2.408, 4.006)
H (5.679, -0.802, -3.498)
H (0.084, 0.903, -3.123)

Its total charge is 0. The calculation puts the LUMO energy at -1.22 eV. Its spin multiplicity is 1.

C38H34HgN7O2S as an isolated structure at a distorted geometry. Source: the Open Molecules 2025 dataset; level of theory: ωB97M-V/def2-TZVPD.

Geometry (Å):
Hg (1.191, 1.875, -1.525)
S (2.428, -0.878, -0.301)
O (3.429, -7.376, 0.768)
O (3.638, -7.485, -1.431)
N (-4.740, -3.444, 0.257)
N (-5.777, -2.010, -1.102)
N (-1.105, -0.136, -1.313)
N (4.014, 2.494, -0.651)
N (1.165, 2.420, 1.415)
N (1.714, 4.560, -0.309)
N (-1.146, 3.107, -0.075)
C (-8.025, -5.147, 0.284)
C (-6.029, -3.895, 0.146)
C (3.412, -6.796, -0.289)
C (-8.012, -3.116, -1.036)
C (2.920, 6.579, -0.682)
C (3.664, 2.287, 1.742)
C (2.277, 5.434, -1.122)
C (3.095, -4.628, 0.802)
C (2.682, -2.583, -0.394)
C (-3.517, 3.229, -0.321)
C (5.923, 0.485, -0.687)
C (-6.705, -4.993, 0.659)
C (-1.142, -1.008, -0.321)
C (-3.365, -0.673, -1.814)
C (4.315, 1.840, 0.464)
C (-1.291, 2.248, 0.922)
C (-2.272, -1.730, 0.025)
C (5.633, 1.199, -1.840)
C (-2.552, 1.814, 1.332)
C (2.746, -3.288, -1.600)
C (-0.071, 1.682, 1.601)
C (-3.678, 2.301, 0.697)
C (2.863, -3.277, 0.810)
C (-2.226, 3.589, -0.673)
C (-3.422, -1.571, -0.745)
C (-6.669, -2.963, -0.709)
C (2.978, 6.812, 0.684)
C (2.393, 5.893, 1.537)
C (2.983, -4.646, -1.600)
C (1.089, 3.782, 1.910)
C (3.160, -5.343, -0.401)
C (1.768, 4.771, 0.996)
C (2.274, 1.692, 2.015)
C (-8.668, -4.221, -0.542)
C (-2.197, 0.029, -2.042)
C (5.269, 0.823, 0.483)
C (4.663, 2.184, -1.764)
C (-4.644, -2.317, -0.527)
H (-0.314, 1.547, 2.674)
H (3.236, -5.175, 1.721)
H (3.601, 3.375, 1.734)
H (4.397, 2.771, -2.636)
H (6.655, -0.310, -0.700)
H (3.469, 7.690, 1.078)
H (5.494, 0.307, 1.405)
H (-4.374, 3.653, -0.823)
H (-8.501, -2.389, -1.663)
H (-3.994, -3.891, 0.765)
H (0.038, 4.077, 1.979)
H (-4.233, -0.554, -2.439)
H (-2.049, 4.308, -1.464)
H (-0.208, -1.152, 0.207)
H (1.529, 3.859, 2.917)
H (-2.643, 1.095, 2.132)
H (2.829, -2.724, 1.738)
H (2.204, 5.209, -2.177)
H (-4.662, 1.962, 0.991)
H (-2.116, 0.737, -2.855)
H (4.315, 1.981, 2.564)
H (3.638, -6.916, -2.212)
H (2.418, 6.038, 2.609)
H (-6.227, -5.698, 1.323)
H (2.132, 1.653, 3.114)
H (0.091, 0.693, 1.166)
H (-9.709, -4.376, -0.781)
H (2.255, 0.669, 1.635)
H (-2.244, -2.403, 0.869)
H (3.015, -5.155, -2.555)
H (3.357, 7.272, -1.386)
H (-8.579, -6.003, 0.639)
H (2.607, -2.755, -2.529)
H (6.142, 0.997, -2.772)

Its total charge is 0. The energy above the lowest of the compared OMol25 structures with the same formula, charge and spin is 13.18 kcal per mole. The calculation puts the LUMO energy (alpha / beta) at -0.06 / -2.17 eV. Its spin multiplicity is 2.

Result set for total energy: -3646753.6069; -69493.5394 eV, one per record in the order listed.